i:
Below is a cluster of 2 separate species, C4H4N2S in total, with properties calculated with wB97M-V/def2-TZVPD.

The value obtained for the HOMO energy is -0.316 hartree. The LUMO energy is -0.758 eV. Its HOMO-LUMO gap is 7.852 eV.

Structure (XYZ):
```
11
Properties=species:S:1:pos:R:3:lowdin_charge:R:1
C -1.77 0.33 0.03 -0.8048
C 1.96 -0.10 -0.09 -0.1046
C -2.26 -0.87 0.04 -0.1188
C 2.17 1.22 0.04 0.0555
N 0.57 -2.01 -0.03 0.1898
N 1.18 -1.04 -0.11 -0.1342
S -1.39 1.84 0.09 0.7401
H -3.39 -1.15 0.14 0.1010
H -1.59 -1.80 -0.20 0.0578
H 2.99 1.68 0.44 0.0313
H 1.53 1.90 -0.35 -0.0130
```

ii:
Below is a cluster of 2 separate species, C4H4N2S in total, with properties calculated with wB97M-V/def2-TZVPD.

The value obtained for the HOMO energy is -0.329 hartree. The LUMO energy is -0.498 eV. Its HOMO-LUMO gap is 8.463 eV. The SMILES is N=C=NC=S.C#C.

Structure (XYZ):
```
11
Properties=species:S:1:pos:R:3:lowdin_charge:R:1
N -1.26 -1.59 0.50 0.1802
C -0.16 -1.24 0.21 -0.2971
N 0.91 -0.97 -0.34 0.0421
C 2.10 -0.39 -0.20 -0.7588
S 2.60 0.42 1.12 0.6307
H -1.52 -1.99 1.46 0.1426
H 2.58 -0.37 -1.17 0.0581
C -0.78 1.76 -0.33 0.0312
C -1.90 1.31 -0.38 0.0391
H 0.23 1.92 -0.45 -0.0089
H -2.82 1.14 -0.40 -0.0593
```

Most stable of them? ii.

i:
Below is the ion C7H16N3 with charge +1, with properties calculated with wB97M-V/def2-TZVPD.

The value obtained for the HOMO energy is -0.502 hartree. The LUMO energy is -3.103 eV. Its total charge is +1. Its HOMO-LUMO gap is 10.570 eV. The SMILES is CC/C(=N\C)C(=[NH2+])N(C)C.

Structure (XYZ):
```
26
Properties=species:S:1:pos:R:3:lowdin_charge:R:1
C -0.78 2.05 -1.42 -0.0625
C -1.62 0.89 -0.77 -0.1749
C -0.90 0.01 0.16 -0.2637
N -1.23 -0.32 1.34 0.0936
C -2.59 -0.01 1.86 -0.0214
C 0.39 -0.68 -0.37 -0.2276
N 0.22 -1.51 -1.39 0.2319
N 1.54 -0.56 0.23 -0.1077
C 2.62 -1.27 -0.46 -0.0247
C 1.86 0.17 1.44 0.0134
H -0.48 2.86 -0.61 0.1280
H 0.18 1.55 -1.71 0.0744
H -1.22 2.56 -2.19 0.0352
H -1.94 0.25 -1.72 0.1670
H -2.35 1.50 -0.40 0.0722
H -3.32 -0.79 1.70 0.1064
H -2.99 0.80 1.43 0.0366
H -2.48 0.00 2.84 0.0379
H -0.64 -1.83 -1.77 0.1307
H 0.84 -2.24 -1.62 0.1084
H 2.78 -1.07 -1.45 0.0699
H 3.68 -1.01 0.03 0.1546
H 2.68 -2.33 -0.22 0.1064
H 0.93 0.02 2.03 0.0955
H 2.76 -0.17 2.02 0.1196
H 2.08 1.13 1.02 0.1009
```

ii:
Below is a cluster of 2 separate species, C7H16N3 in total, with properties calculated with wB97M-V/def2-TZVPD.

The value obtained for the HOMO energy (alpha / beta) is -0.468 / -0.464 hartree. The LUMO energy (alpha / beta) is -6.830 / -7.058 eV. Its total charge is +1. Its HOMO-LUMO gap (alpha / beta) is 5.891 / 5.569 eV.

Structure (XYZ):
```
26
Properties=species:S:1:pos:R:3:lowdin_charge:R:1
C 0.93 1.35 -0.03 -0.5096
C 1.90 -0.86 0.05 -0.2968
C 1.74 2.57 -0.47 0.0086
C 2.22 -1.84 1.14 -0.0107
C 1.88 -1.35 -1.40 0.0164
C -2.31 -1.11 0.77 -0.0754
C -3.35 0.93 0.34 -0.0926
N 1.49 0.29 0.45 0.1550
N -0.35 1.33 -0.05 0.1288
N -2.59 -0.07 -0.09 0.0720
H 0.99 3.12 -1.04 0.0659
H 2.60 2.31 -1.24 0.1315
H 2.08 3.11 0.41 0.0870
H 2.23 -2.86 0.85 0.0790
H 1.43 -1.84 1.74 0.0298
H 3.09 -1.54 1.68 0.1005
H 1.87 -0.43 -1.86 0.0428
H 1.06 -2.13 -1.54 0.1271
H 2.85 -1.86 -1.49 0.0953
H -1.21 -1.01 1.04 0.1438
H -2.89 -0.95 1.69 0.0989
H -2.53 -2.11 0.40 0.1274
H -2.57 1.84 0.42 0.1879
H -3.96 1.50 -0.44 0.1628
H -3.86 0.76 1.22 0.0773
H -0.86 2.16 -0.33 0.0474
```

Most stable of them? i.

i:
Below is an isolated molecule of C2H7N3O, with properties calculated with wB97M-V/def2-TZVPD.

The value obtained for the HOMO energy is -0.328 hartree. The LUMO energy is 0.799 eV. Its HOMO-LUMO gap is 9.727 eV. The SMILES is CCN(N)N=O.

Structure (XYZ):
```
13
Properties=species:S:1:pos:R:3:lowdin_charge:R:1
C -1.14 -0.55 0.44 -0.1218
C -0.13 -0.40 -0.73 -0.1473
N 1.26 -0.06 -0.09 -0.2464
N 1.24 1.21 0.39 0.0906
N 2.28 -0.85 -0.28 -0.0847
O 3.37 -0.32 -0.05 -0.1105
H -1.13 0.42 1.11 0.0993
H -2.13 -0.90 0.01 0.0799
H -0.80 -1.36 1.12 0.0721
H -0.06 -1.35 -1.35 0.1318
H -0.43 0.51 -1.21 0.0840
H 2.19 1.59 0.48 0.1015
H 0.84 1.89 -0.15 0.0515
```

ii:
Below is an isolated molecule of C2H7N3O, with properties calculated with wB97M-V/def2-TZVPD.

The value obtained for the HOMO energy is -0.294 hartree. The LUMO energy is 0.944 eV. Its HOMO-LUMO gap is 8.945 eV. The SMILES is NC(N)/N=C/O.

Structure (XYZ):
```
13
Properties=species:S:1:pos:R:3:lowdin_charge:R:1
N 0.00 0.47 -1.22 0.0309
C 0.83 0.44 0.02 -0.5185
N 1.77 -0.64 -0.10 0.0454
N -0.17 0.25 1.02 0.0174
C -1.19 -0.31 0.40 -0.3149
O -2.44 0.05 0.79 0.0405
H -0.48 1.35 -1.35 0.0957
H 0.02 -0.37 -1.78 0.0873
H 1.36 1.39 0.13 0.1286
H 2.53 -0.50 0.56 0.0730
H 1.33 -1.52 0.12 0.0670
H -1.24 -1.31 -0.08 0.1371
H -2.32 0.71 1.50 0.1105
```

Most stable of them? ii.

i:
Below is a cluster of 2 separate species, C2H7N3O in total, with properties calculated with wB97M-V/def2-TZVPD.

The value obtained for the HOMO energy is -0.340 hartree. The LUMO energy is 1.008 eV. Its HOMO-LUMO gap is 10.255 eV. The SMILES is [H]/N=C/N.NC=O.

Structure (XYZ):
```
13
Properties=species:S:1:pos:R:3:lowdin_charge:R:1
H 2.76 0.86 -0.83 0.0345
N 1.84 0.45 -0.61 0.0296
C 1.89 -0.31 0.41 -0.3857
N 0.96 -1.30 0.56 0.0854
H 2.67 -0.27 1.18 0.1131
H 0.73 -1.60 1.50 0.0895
H 0.15 -1.32 -0.04 0.0588
N -1.37 1.13 -0.43 0.1307
C -2.24 0.11 -0.15 -0.4074
O -1.94 -1.03 0.08 0.0009
H -0.37 1.00 -0.33 0.0520
H -1.84 1.82 -0.96 0.0783
H -3.25 0.49 -0.39 0.1203
```

ii:
Below is an isolated molecule of C2H7N3O, with properties calculated with wB97M-V/def2-TZVPD.

The value obtained for the HOMO energy is -0.259 hartree. The LUMO energy is 0.886 eV. Its HOMO-LUMO gap is 7.935 eV. The SMILES is N/C=C(\N)NO.

Structure (XYZ):
```
13
Properties=species:S:1:pos:R:3:lowdin_charge:R:1
N -2.13 0.19 0.04 0.0045
C -0.80 0.70 0.07 -0.1954
C 0.28 -0.16 0.06 -0.4663
N 0.27 -1.53 -0.06 0.1306
N 1.40 0.46 0.58 -0.0659
O 2.61 0.20 -0.16 -0.0754
H -2.27 -0.49 0.78 0.0722
H -2.83 0.91 0.09 0.0657
H -0.69 1.68 -0.39 0.0965
H -0.42 -1.91 -0.69 0.0956
H 1.17 -1.97 0.12 0.0965
H 0.94 1.48 0.64 0.1551
H 2.47 0.46 -1.09 0.0863
```

iii:
Below is a cluster of 2 separate species, C2H7N3O in total, with properties calculated with wB97M-V/def2-TZVPD.

The value obtained for the HOMO energy (alpha / beta) is -0.313 / -0.313 hartree. The LUMO energy (alpha / beta) is -0.719 / -0.719 eV. Its HOMO-LUMO gap (alpha / beta) is 7.808 / 7.807 eV.

Structure (XYZ):
```
13
Properties=species:S:1:pos:R:3:lowdin_charge:R:1
C 1.70 -0.15 0.34 -0.1847
N -1.03 -0.06 -0.97 0.0885
N -0.79 -1.24 -0.56 0.1118
C -0.28 1.02 -0.41 -0.3693
O -1.71 0.70 0.83 -0.2095
N 0.97 1.02 -0.09 -0.0176
H -2.18 1.54 0.90 0.0048
H -0.45 -1.40 0.38 0.1199
H -1.32 -1.98 -1.01 0.1381
H -0.66 1.96 -0.80 0.1126
H 2.73 0.13 0.52 0.0668
H 1.72 -0.96 -0.42 0.0671
H 1.29 -0.57 1.27 0.0715
```

Most stable of them? i.

i:
Below is a structure of composition C2H7N3O, with properties calculated with wB97M-V/def2-TZVPD.

The value obtained for the HOMO energy is -0.288 hartree. The LUMO energy is 0.929 eV. Its HOMO-LUMO gap is 8.766 eV.

Structure (XYZ):
```
13
Properties=species:S:1:pos:R:3:lowdin_charge:R:1
C 1.14 1.43 0.11 -0.0789
C -0.34 -0.58 -0.09 -0.1592
H 2.00 1.94 -0.28 0.0503
H -0.15 1.79 -0.20 0.1706
H 0.84 1.33 1.22 0.0892
H 2.48 -0.82 -0.61 0.1363
H -0.56 -1.73 -0.09 0.1668
H -2.62 -1.09 0.46 0.1065
H -3.03 0.46 0.58 0.0502
N 1.00 0.00 -0.28 -0.2838
N -1.26 0.30 -0.20 -0.1126
N -2.49 -0.13 0.03 -0.0335
O 1.93 -1.02 0.24 -0.1018
```

ii:
Below is an isolated molecule of C2H7N3O, with properties calculated with wB97M-V/def2-TZVPD.

The value obtained for the HOMO energy is -0.345 hartree. The LUMO energy is 0.593 eV. Its HOMO-LUMO gap is 9.973 eV. The SMILES is CNCNN=O.

Structure (XYZ):
```
13
Properties=species:S:1:pos:R:3:lowdin_charge:R:1
C -0.60 0.90 -1.20 -0.1416
N 0.60 0.74 -0.40 -0.1091
C 0.36 0.28 0.96 -0.2411
N -0.31 -1.02 1.05 -0.0328
N 0.20 -2.05 0.42 -0.0980
O 1.43 -2.12 0.54 -0.0610
H -1.36 1.49 -0.69 0.0816
H -1.03 -0.07 -1.48 0.0678
H -0.34 1.42 -2.13 0.0790
H 1.24 0.09 -0.85 0.0989
H 1.32 0.24 1.50 0.1152
H -0.24 1.02 1.50 0.1221
H -1.28 -0.91 0.79 0.1190
```

Most stable of them? ii.